[1]
14
Properties=species:S:1:pos:R:3:mulliken_spin:R:1 method="wB97M-V/def2-TZVPD" homo_ev="1.12 / -2.97" total_charge=-1 spin_multiplicity=2 orbital_gap_ha="0.1298 / 0.2752" e_above_lowest_kcal_mol=0.00
N -1.372 -1.882 -0.048 -0.02
C -0.531 -0.756 -0.024 0.16
C -0.417 -0.021 1.150 0.18
C 0.341 1.193 1.164 0.38
C 1.067 1.570 0.016 -0.28
C 0.993 0.821 -1.139 0.40
C 0.042 -0.278 -1.205 0.25
H -1.117 -2.576 -0.736 0.01
H -1.552 -2.273 0.862 0.00
H -0.866 -0.395 2.081 -0.02
H 0.417 1.850 2.015 0.00
H 1.689 2.459 0.115 -0.08
H 1.431 1.075 -2.097 0.02
H -0.125 -0.788 -2.154 0.00


[2]
14
Properties=species:S:1:pos:R:3:mulliken_charge:R:1 method="wB97M-V/def2-TZVPD" homo_ev=-8.87 total_charge=0 spin_multiplicity=1 orbital_gap_ha=0.3418 e_above_lowest_kcal_mol=66.78
C 1.912 1.252 0.067 -0.66
O 0.674 0.542 -0.060 -0.27
C 0.615 -0.810 -0.031 0.37
S 1.931 -1.847 -0.068 -0.25
N -0.792 -1.244 -0.122 -0.26
C -1.682 -0.285 -0.719 -0.40
C -1.769 -0.650 0.732 -0.13
H 1.738 2.322 0.492 0.22
H 2.510 0.642 0.725 0.34
H 2.480 1.318 -0.922 0.27
H -2.421 -0.603 -1.559 0.18
H -1.342 0.661 -1.063 0.18
H -1.421 0.166 1.403 0.20
H -2.433 -1.465 1.126 0.22


[3]
11
Properties=species:S:1:pos:R:3:mulliken_charge:R:1 method="wB97M-V/def2-TZVPD" homo_ev=-9.26 total_charge=0 spin_multiplicity=1 orbital_gap_ha=0.3299 e_above_lowest_kcal_mol=185.67
H 1.007 1.255 -0.113 0.30
N 2.065 1.212 -0.053 -0.52
N 2.487 0.058 -0.280 0.49
N 3.052 -0.917 0.091 0.23
O 3.943 -1.593 -0.326 -0.50
C -0.933 1.268 0.252 -0.93
C -1.357 0.160 0.089 0.41
N -1.774 -1.111 -0.037 -0.49
H -0.495 2.134 0.609 0.53
H -2.399 -1.256 -0.788 0.25
H -1.067 -1.741 -0.049 0.25


[4]
17
Properties=species:S:1:pos:R:3:mulliken_spin:R:1 method="wB97M-V/def2-TZVPD" homo_ev="-4.10 / -7.84" total_charge=0 spin_multiplicity=2 orbital_gap_ha="0.1617 / 0.2937" e_above_lowest_kcal_mol=28.71
O 0.542 1.730 1.484 0.26
C -0.576 1.133 1.245 0.68
C -0.769 0.389 -0.097 -0.03
N 0.463 0.595 -0.835 0.02
C 1.195 -0.730 -1.028 0.02
C 0.192 -1.791 -0.643 0.00
C -0.973 -1.110 0.111 0.08
H -1.523 1.309 1.790 0.01
H -1.567 0.971 -0.583 0.04
H 0.193 0.772 -1.814 -0.04
H 1.007 1.379 -0.438 0.01
H 1.451 -0.702 -2.043 0.00
H 2.051 -0.814 -0.392 0.00
H 0.597 -2.659 -0.154 0.00
H -0.264 -2.272 -1.515 0.00
H -1.047 -1.451 1.138 -0.06
H -1.957 -1.397 -0.259 0.00